Entry 1:
Computed, not measured: C20H19N5O2ReS3 as an isolated structure, with the ωB97M-V functional and the def2-TZVPD basis.

- 2S+1: 2
- Charge: +2
- E_LUMO (alpha / beta): -8.51 / -8.21 eV
- Frontier orbital gap (alpha / beta): 5.7225 / 6.0178 eV

Each line ends with the natural charge from an NBO analysis.
Geometry (Å):
Re 0.143 -0.225 0.456  0.953
C 2.015 -0.871 2.939  -0.251
O 0.749 -0.334 2.435  -0.523
C -0.281 -0.334 3.473  -0.094
C -1.433 0.486 2.965  -0.099
O -1.744 -0.030 1.662  -0.575
C -2.888 0.625 1.072  -0.249
H 2.264 -0.329 3.848  0.222
H 2.762 -0.691 2.173  0.232
H 1.896 -1.933 3.137  0.216
H 0.155 0.104 4.369  0.239
H -0.562 -1.373 3.651  0.221
H -1.165 1.543 2.879  0.213
H -2.304 0.378 3.613  0.238
H -3.759 0.439 1.698  0.221
H -3.038 0.183 0.091  0.205
H -2.703 1.696 0.981  0.206
S 2.230 -0.029 -0.318  0.238
C 1.986 1.679 -0.648  -0.277
S 0.385 2.012 -0.008  0.178
C 2.831 2.535 -1.256  -0.197
C 4.104 2.087 -1.723  0.219
N 5.113 1.709 -2.116  -0.160
C 2.455 3.897 -1.456  0.219
N 2.147 4.989 -1.633  -0.165
N -1.507 -4.017 -0.808  -0.552
C -1.923 -4.716 0.359  0.202
C -2.977 -5.612 0.308  -0.228
C -3.393 -6.231 1.479  -0.159
C -2.791 -5.929 2.692  -0.185
C -1.753 -5.011 2.744  -0.172
C -1.306 -4.427 1.569  -0.280
S 0.133 -3.413 1.521  0.506
N -0.351 -2.314 0.287  -0.729
C -0.999 -2.774 -0.732  0.467
C -1.172 -1.795 -1.821  0.148
C -1.662 -2.118 -3.069  -0.190
C -1.761 -1.131 -4.041  -0.092
C -1.377 0.153 -3.710  -0.196
C -0.897 0.409 -2.438  0.089
N -0.777 -0.537 -1.490  -0.458
H -1.983 -4.280 -1.656  0.424
H -3.467 -5.832 -0.633  0.232
H -4.200 -6.949 1.440  0.248
H -3.124 -6.414 3.599  0.248
H -1.272 -4.780 3.686  0.236
H -1.951 -3.130 -3.310  0.240
H -2.131 -1.367 -5.029  0.263
H -1.439 0.965 -4.420  0.267
H -0.598 1.407 -2.161  0.240



Entry 2:
Computed, not measured: C20H20Br2IrN4O5S as an isolated structure, with the ωB97M-V functional and the def2-TZVPD basis.

- 2S+1: 2
- Charge: +2
- E_LUMO (alpha / beta): -9.23 / -9.22 eV
- Frontier orbital gap (alpha / beta): 4.0147 / 3.9508 eV

Each line ends with the natural charge from an NBO analysis.
Geometry (Å):
Ir -1.079 0.993 -0.422  1.391
N 0.707 -6.015 -2.326  -0.737
C -0.079 -4.937 -2.218  0.244
C -1.293 -5.010 -1.490  -0.249
C -2.091 -3.898 -1.367  -0.169
C -1.702 -2.699 -1.961  -0.335
C -0.516 -2.597 -2.678  -0.178
C 0.283 -3.708 -2.824  -0.258
S -2.655 -1.273 -1.521  2.292
O -2.232 -0.063 -2.232  -0.906
O -4.049 -1.534 -1.466  -0.829
N -1.976 -1.016 -0.041  -0.732
C -2.650 -0.738 1.076  0.511
N -3.644 -1.458 1.568  -0.426
C -4.232 -1.072 2.675  0.141
C -3.814 0.056 3.376  -0.277
C -2.777 0.778 2.800  0.093
N -2.215 0.390 1.677  -0.466
H 0.434 -6.895 -1.913  0.414
H 1.563 -5.985 -2.858  0.411
H -1.577 -5.947 -1.033  0.236
H -3.024 -3.928 -0.826  0.251
H -0.249 -1.650 -3.118  0.236
H 1.196 -3.663 -3.397  0.228
H -5.058 -1.681 3.020  0.235
H -4.268 0.350 4.306  0.263
H -2.410 1.700 3.233  0.236
Br -3.363 2.668 -0.535  0.222
C -2.843 3.256 -2.304  -0.520
Br -0.941 2.992 -2.474  0.202
H -3.064 4.319 -2.410  0.273
H -3.358 2.634 -3.036  0.269
C 3.403 4.097 4.321  -0.265
O 4.143 3.366 3.360  -0.441
C 3.546 2.801 2.326  0.396
C 4.410 2.123 1.421  -0.232
C 3.908 1.507 0.300  -0.124
C 2.537 1.474 0.030  -0.277
C 2.048 0.834 -1.177  0.614
C 2.994 0.714 -2.332  -0.706
O 0.900 0.395 -1.311  -0.618
C 1.620 2.096 0.978  0.415
O 0.353 2.073 0.871  -0.596
C 2.185 2.802 2.072  -0.343
H 4.119 4.394 5.086  0.230
H 2.618 3.486 4.773  0.187
H 2.957 4.990 3.875  0.193
H 5.467 2.124 1.630  0.253
H 4.593 1.017 -0.375  0.233
H 3.483 1.664 -2.531  0.263
H 2.441 0.394 -3.210  0.250
H 3.762 -0.025 -2.112  0.266
H 1.492 3.308 2.722  0.236



Entry 3:
Computed, not measured: C20H20CdN6O6 as an isolated structure, with the ωB97M-V functional and the def2-TZVPD basis.

- Energy relative to the best compared isomer or geometry (same formula, charge and spin): 9.507 eV
- Charge: 0
- E_LUMO: -4.96 eV
- Frontier orbital gap: 3.1688 eV

Each line ends with the natural charge from an NBO analysis.
Geometry (Å):
Cd 0.162 -0.112 0.031  1.333
N -2.657 -3.532 -0.754  0.712
O -1.737 -2.722 -0.801  -0.540
O -3.366 -3.538 -1.756  -0.441
O -2.838 -4.284 0.216  -0.480
N 2.416 3.454 1.687  0.723
O 3.470 3.444 2.212  -0.411
O 1.727 4.460 1.735  -0.482
O 1.933 2.406 1.218  -0.567
N 2.067 -0.384 -2.921  -0.454
C 1.828 -1.334 -3.895  0.028
C 2.422 -1.309 -5.171  -0.249
C 3.368 -0.361 -5.540  -0.153
C 3.625 0.550 -4.550  -0.255
C 3.064 0.517 -3.288  0.025
H 1.110 -2.097 -3.633  0.214
H 2.136 -1.980 -5.968  0.227
H 3.841 -0.287 -6.508  0.231
H 4.454 1.230 -4.677  0.221
H 3.297 1.333 -2.620  0.211
N -2.025 2.090 -1.942  -0.453
C -1.632 3.303 -2.460  0.044
C -2.469 4.146 -3.247  -0.269
C -3.815 3.814 -3.455  -0.147
C -4.306 2.637 -2.859  -0.260
C -3.358 1.869 -2.185  0.031
H -0.608 3.631 -2.355  0.203
H -2.018 4.930 -3.838  0.226
H -4.448 4.491 -4.009  0.221
H -5.318 2.267 -2.930  0.234
H -3.727 0.871 -1.996  0.200
N -2.068 0.536 2.805  -0.452
C -2.628 1.739 3.235  0.043
C -3.426 1.920 4.380  -0.263
C -3.708 0.820 5.164  -0.146
C -3.219 -0.431 4.750  -0.263
C -2.413 -0.530 3.624  0.029
H -2.499 2.544 2.527  0.204
H -3.838 2.898 4.581  0.229
H -4.379 0.910 6.006  0.222
H -3.539 -1.281 5.334  0.229
H -2.020 -1.480 3.295  0.206
N 2.431 -2.235 1.901  -0.456
C 3.468 -1.904 2.796  0.036
C 4.277 -2.804 3.492  -0.266
C 4.123 -4.155 3.311  -0.150
C 3.026 -4.553 2.522  -0.254
C 2.224 -3.599 1.850  0.026
H 3.679 -0.859 2.970  0.214
H 5.115 -2.526 4.115  0.230
H 4.699 -4.915 3.818  0.223
H 2.723 -5.587 2.452  0.224
H 1.371 -4.011 1.331  0.210



Entry 4:
Computed, not measured: C20H20F6IrN6O5P as an isolated structure, with the ωB97M-V functional and the def2-TZVPD basis.

- Energy relative to the best compared isomer or geometry (same formula, charge and spin): 0.000 eV
- Charge: +2
- E_LUMO: -6.50 eV
- Frontier orbital gap: 8.2514 eV

Each line ends with the natural charge from an NBO analysis.
Geometry (Å):
Ir -0.371 0.123 -0.485  1.399
O -0.005 -0.853 1.228  -0.532
N 1.226 -0.654 1.756  0.164
N 1.897 0.141 1.073  0.266
O 1.499 0.673 -0.067  -0.455
C 3.206 0.548 1.539  0.124
C 4.079 1.104 0.619  -0.203
C 5.332 1.488 1.063  -0.189
C 5.684 1.319 2.395  -0.141
C 4.784 0.768 3.299  -0.185
C 3.526 0.377 2.879  -0.203
H 3.787 1.232 -0.412  0.243
H 6.034 1.923 0.366  0.242
H 6.664 1.626 2.735  0.243
H 5.057 0.653 4.338  0.245
H 2.807 -0.031 3.574  0.246
F -1.262 1.432 0.774  -0.585
P -0.634 3.104 1.447  2.644
F 0.297 3.107 0.133  -0.583
F -1.810 3.695 0.530  -0.573
F 0.464 2.211 2.185  -0.577
F -1.668 2.815 2.599  -0.548
F -0.133 4.470 1.980  -0.538
O -1.215 -5.239 -1.112  -0.411
C -1.280 -4.230 -0.563  0.917
N -1.305 -3.107 -0.092  -0.611
C 1.253 -1.484 -4.642  -0.408
N 0.568 -0.271 -4.164  -0.363
C 0.268 0.794 -4.978  0.124
C -0.341 1.906 -4.520  -0.327
C -0.678 1.990 -3.131  0.501
N -0.387 0.922 -2.374  -0.549
C 0.223 -0.169 -2.873  0.777
O 0.420 -1.063 -1.989  -0.586
N -1.260 3.039 -2.590  -0.694
H 1.420 -1.383 -5.709  0.239
H 0.631 -2.354 -4.448  0.240
H 2.205 -1.593 -4.127  0.240
H 0.555 0.682 -6.014  0.255
H -0.558 2.725 -5.189  0.269
H -1.457 3.853 -3.149  0.432
H -1.390 3.116 -1.586  0.453
C -4.582 -0.856 -0.290  -0.721
C -3.127 -0.929 -0.024  0.675
O -2.323 -0.424 -0.813  -0.551
C -2.677 -1.611 1.233  -0.075
C -3.209 -1.253 2.455  -0.158
C -2.773 -1.876 3.626  -0.146
C -1.823 -2.878 3.582  -0.164
C -1.303 -3.286 2.359  -0.164
C -1.659 -2.618 1.176  -0.047
H -4.771 -0.395 -1.255  0.263
H -5.053 -0.257 0.495  0.276
H -5.029 -1.851 -0.237  0.272
H -3.949 -0.466 2.519  0.249
H -3.186 -1.564 4.576  0.257
H -1.500 -3.365 4.492  0.259
H -0.558 -4.071 2.299  0.256
H -0.606 -1.707 1.509  0.522